Entry from OMol25: a structure of composition C19H40CaOP2 at a distorted geometry (the ωB97M-V functional and the def2-TZVPD basis).

Cartesian coordinates (Å):
P1 1.407 3.528 -0.515
P2 -1.935 3.211 -0.959
C1 0.406 4.829 -1.342
C2 -1.104 4.854 -0.976
H1 0.540 4.688 -2.429
H2 0.896 5.774 -1.051
H3 -1.244 5.300 0.024
H4 -1.658 5.466 -1.710
C3 -2.234 2.957 -2.750
H5 -2.764 2.008 -2.884
H6 -1.290 2.928 -3.303
H7 -2.851 3.781 -3.118
C4 -3.610 3.510 -0.320
H8 -4.152 4.173 -1.005
H9 -3.544 3.961 0.677
H10 -4.131 2.546 -0.249
C5 3.074 3.669 -1.221
H11 3.710 2.878 -0.807
H12 3.482 4.650 -0.951
H13 3.021 3.561 -2.310
C6 1.619 4.237 1.152
H14 0.655 4.326 1.667
H15 2.067 5.229 1.018
H16 2.299 3.604 1.734
Ca1 -0.046 -2.946 2.159
C7 -1.925 0.286 -0.335
C8 -1.409 0.117 -1.560
C9 -0.195 0.787 -2.095
C10 1.150 0.048 -1.833
C11 1.956 0.619 -0.734
C12 1.474 1.091 0.449
C13 0.032 1.377 0.803
C14 -1.022 0.228 0.872
C15 2.306 -2.916 2.254
H17 -3.014 0.287 -0.202
H18 -1.890 -0.582 -2.260
H19 -0.119 1.809 -1.690
H20 -0.309 0.931 -3.185
H21 0.954 -1.026 -1.689
H22 1.736 0.137 -2.749
H23 3.049 0.562 -0.837
H24 2.189 1.173 1.286
H25 -0.365 2.114 0.054
H26 -0.010 1.997 1.726
H27 -0.493 -0.745 0.972
H28 -1.612 0.397 1.771
H29 2.762 -3.302 3.178
H30 2.821 -1.968 2.034
H31 2.602 -3.594 1.447
C16 -0.793 -6.662 2.920
C17 -0.226 -6.290 1.554
C18 1.210 -6.783 1.361
C19 -1.129 -6.703 0.399
O1 -0.191 -4.870 1.525
H32 -0.882 -7.745 3.079
H33 -1.779 -6.204 3.057
H34 -0.160 -6.248 3.713
H35 1.310 -7.875 1.467
H36 1.574 -6.507 0.363
H37 1.882 -6.299 2.083
H38 -2.096 -6.190 0.470
H39 -0.687 -6.392 -0.553
H40 -1.311 -7.780 0.353

Output
Orbital gap in eV: 6.3617
HOMO in eV: -6.75
LUMO in eV: -0.388
Energy above the lowest of the compared OMol25 structures with the same formula, charge and spin in eV: 3.325
Total charge: 0


Entry from OMol25: a structure of composition C19H40NP3RuSe at a distorted geometry (the ωB97M-V functional and the def2-TZVPD basis).

Cartesian coordinates (Å):
Ru1 -0.197 -0.598 -0.505
P1 0.082 1.367 0.755
P2 -2.511 0.009 -0.667
P3 2.030 -0.790 -1.054
H1 -1.177 -1.797 -2.830
C1 -0.409 -2.235 -2.175
C2 -0.591 -2.582 -0.811
H2 -1.610 -2.557 -0.406
C3 0.202 2.912 -0.184
C4 -1.201 1.742 2.030
C5 1.548 1.383 1.845
C6 -3.386 -0.762 -2.064
C7 -3.450 -0.620 0.753
C8 -2.989 1.730 -1.076
C9 2.692 -1.941 -2.337
C10 3.041 -1.330 0.404
C11 2.725 0.786 -1.648
H3 0.343 -2.889 -2.673
H4 0.293 -3.150 -0.424
H5 0.425 3.738 0.502
H6 -0.725 3.150 -0.721
H7 1.006 2.851 -0.930
H8 -0.836 2.593 2.626
H9 -1.343 0.887 2.711
H10 -2.170 2.014 1.593
H11 1.428 2.189 2.583
H12 2.478 1.568 1.296
H13 1.649 0.440 2.399
H14 -4.449 -0.519 -1.946
H15 -3.235 -1.853 -1.996
H16 -3.059 -0.426 -3.055
H17 -4.335 -0.004 0.956
H18 -2.883 -0.705 1.690
H19 -3.801 -1.624 0.498
H20 -4.084 1.779 -1.055
H21 -2.648 1.947 -2.107
H22 -2.585 2.515 -0.424
H23 3.804 -1.803 -2.437
H24 2.233 -1.737 -3.323
H25 2.487 -2.996 -2.063
H26 3.811 -2.058 0.102
H27 2.392 -1.802 1.157
H28 3.540 -0.471 0.867
H29 3.749 0.669 -2.024
H30 2.726 1.527 -0.851
H31 2.102 1.152 -2.465
C12 0.320 1.670 -5.294
C13 0.196 0.340 -4.873
C14 0.638 -0.697 -5.690
C15 1.374 -0.438 -6.854
C16 1.563 0.886 -7.248
C17 1.058 1.966 -6.477
Se1 -0.578 2.923 -4.043
H32 -1.915 2.242 -4.312
H33 -0.260 0.159 -3.898
H34 0.415 -1.708 -5.408
H35 1.778 -1.274 -7.402
H36 2.126 1.110 -8.143
H37 1.275 3.000 -6.771
C18 -0.183 -2.121 3.749
C19 -0.148 -1.748 2.353
N1 -0.199 -1.321 1.270
H38 0.645 -2.800 3.994
H39 -1.102 -2.660 3.988
H40 -0.116 -1.237 4.399

Output
Spin multiplicity: 5
Orbital gap (spin up / spin down) in eV: 6.5480 / 3.2683
HOMO (spin up / spin down) in eV: -19.35 / -20.25
LUMO (spin up / spin down) in eV: -12.800 / -16.985
Energy above the lowest of the compared OMol25 structures with the same formula, charge and spin in eV: 2.811
⟨S²⟩: 6.04
Total charge: +4


Entry from OMol25: a structure of composition C19H40OP2Re at a distorted geometry (the ωB97M-V functional and the def2-TZVPD basis).

Cartesian coordinates (Å):
P1 0.219 -1.911 -2.082
P2 -0.389 1.740 -2.892
C1 -0.465 -1.046 -3.572
C2 0.136 0.331 -3.966
H1 -1.571 -0.993 -3.438
H2 -0.269 -1.761 -4.396
H3 1.240 0.316 -3.997
H4 -0.238 0.614 -4.960
C3 -1.849 2.504 -3.670
H5 -2.215 3.288 -2.998
H6 -2.626 1.763 -3.873
H7 -1.517 2.970 -4.605
C4 0.804 3.025 -3.478
H8 0.376 3.557 -4.334
H9 1.771 2.591 -3.777
H10 0.963 3.756 -2.671
C5 -0.674 -3.419 -1.677
H11 -0.456 -3.736 -0.641
H12 -0.333 -4.224 -2.355
H13 -1.759 -3.296 -1.814
C6 1.909 -2.406 -2.422
H14 2.541 -1.548 -2.668
H15 1.870 -3.091 -3.276
H16 2.315 -2.935 -1.553
Re1 -0.012 -0.935 1.241
C7 1.014 1.238 1.323
C8 -0.163 2.023 1.248
C9 -1.109 2.077 0.126
C10 -1.834 0.797 -0.407
C11 -1.090 -0.490 -0.440
C12 0.462 -0.634 -0.798
C13 1.369 0.573 -1.045
C14 2.054 1.071 0.219
C15 1.023 -2.589 1.842
H17 1.557 1.381 2.255
H18 -0.492 2.501 2.180
H19 -0.711 2.635 -0.735
H20 -1.948 2.696 0.490
H21 -2.711 0.644 0.228
H22 -2.259 0.959 -1.415
H23 -1.701 -1.334 -0.796
H24 1.107 -1.401 -0.140
H25 0.712 1.427 -1.382
H26 2.108 0.324 -1.825
H27 2.866 0.375 0.484
H28 2.573 2.025 0.009
H29 1.835 -2.204 2.463
H30 1.404 -3.287 1.096
H31 0.302 -3.089 2.506
C16 -1.148 1.050 4.632
C17 -0.500 -0.295 4.318
C18 0.998 -0.258 4.575
C19 -1.100 -1.345 5.251
O1 -0.850 -0.644 2.969
H32 -1.091 1.246 5.710
H33 -2.204 1.033 4.333
H34 -0.633 1.861 4.109
H35 1.174 -0.045 5.641
H36 1.460 -1.223 4.348
H37 1.487 0.541 4.008
H38 -2.172 -1.451 5.082
H39 -0.610 -2.312 5.119
H40 -0.950 -1.029 6.293

Output
Spin multiplicity: 4
Orbital gap (spin up / spin down) in eV: 7.1707 / 6.2138
HOMO (spin up / spin down) in eV: -13.77 / -13.82
LUMO (spin up / spin down) in eV: -6.601 / -7.604
Energy above the lowest of the compared OMol25 structures with the same formula, charge and spin in eV: 0.000
⟨S²⟩: 3.81
Total charge: +2


Entry from OMol25: a structure of composition C19H41AsBO at a distorted geometry (the ωB97M-V functional and the def2-TZVPD basis).

Cartesian coordinates (Å):
C1 -2.461 4.639 -3.021
C2 -2.745 3.450 -2.284
C3 -2.852 2.010 -1.441
C4 -1.337 1.345 -1.441
C5 -1.318 -0.252 -1.877
As1 -0.102 -1.389 -0.681
C6 1.465 -0.182 -0.996
C7 2.929 -0.853 -1.167
C8 4.192 0.246 -1.210
C9 3.727 1.807 -1.200
C10 3.142 2.354 -2.668
C11 0.863 -2.503 0.748
C12 1.357 -1.610 2.041
C13 0.095 -1.379 3.112
C14 0.110 0.151 3.733
C15 -1.190 1.059 3.249
C16 -2.516 0.764 4.166
C17 -3.899 0.497 3.319
C18 -3.717 -0.551 2.051
B1 0.357 -2.678 -2.168
C19 0.832 -2.308 -3.696
O1 0.288 -4.145 -1.836
H1 -2.002 5.381 -3.818
H2 -3.658 1.298 -1.940
H3 -3.139 2.166 -0.313
H4 -0.842 1.513 -0.394
H5 -0.710 1.913 -2.274
H6 -2.440 -0.628 -1.718
H7 -1.072 -0.395 -3.011
H8 -0.560 -0.461 0.498
H9 -1.354 -2.265 -0.386
H10 1.441 0.634 -0.125
H11 1.239 0.433 -1.994
H12 3.256 -1.602 -0.298
H13 3.090 -1.484 -2.169
H14 4.908 0.092 -0.270
H15 4.856 0.042 -2.170
H16 4.721 2.450 -1.033
H17 3.022 2.116 -0.298
H18 3.551 3.471 -2.777
H19 1.975 2.405 -2.604
H20 3.564 1.663 -3.513
H21 1.760 -3.091 0.246
H22 0.103 -3.308 1.163
H23 2.208 -2.158 2.675
H24 1.844 -0.564 1.738
H25 -0.911 -1.539 2.493
H26 0.174 -2.154 4.009
H27 1.060 0.708 3.325
H28 0.188 0.187 4.911
H29 -0.860 2.194 3.385
H30 -1.332 0.900 2.098
H31 -2.709 1.749 4.810
H32 -2.352 -0.094 4.978
H33 -4.452 1.494 2.999
H34 -4.646 -0.045 4.075
H35 -3.186 0.046 1.185
H36 -4.787 -0.851 1.614
H37 -3.107 -1.501 2.392
H38 0.780 -1.146 -3.943
H39 0.027 -2.804 -4.426
H40 1.866 -2.795 -4.009
H41 1.264 -4.446 -1.841

Output
Orbital gap in eV: 6.2191
HOMO in eV: -3.25
LUMO in eV: 2.971
Total charge: -1


> Which value of total charge does entry 4 give?

-1


> Which formula does entry 1 have?

C19H40CaOP2